77
Properties=species:S:1:pos:R:3:forces:R:3 method="wB97M-V/def2-TZVPD" multiplicity=1 total_charge=-1 e_lumo_ev=2.1
N 0.01053 3.53687 0.17443 0.0 -0.1 -0.1
C 3.66010 1.62697 -1.15156 0.0 0.1 0.0
Bi -1.64494 0.79917 -0.75982 0.0 -0.4 1.1
C 0.01610 6.21192 0.89893 0.0 -0.1 -0.1
H -0.01895 3.08795 2.17848 0.0 -0.1 0.0
C -0.01592 4.49792 -0.72024 0.0 0.0 0.2
N -4.46890 -0.47526 -1.95994 -0.6 -0.6 0.2
H 2.82559 0.69091 4.40121 0.0 0.0 0.0
H 2.79053 -2.95648 1.64087 0.0 0.0 0.0
C 1.91239 -5.66275 -0.20169 0.0 0.0 0.0
H 3.73167 2.70825 -1.12475 0.0 0.0 0.0
H -3.49050 -1.35894 -4.03806 0.0 0.0 0.0
C 2.08027 -0.07525 2.54201 0.0 -0.1 0.0
C 2.56211 -4.90662 0.76555 0.1 0.0 0.1
P 0.97152 -1.17027 0.13582 0.0 -0.3 -0.3
H -6.03513 -1.24324 -0.27885 0.0 0.0 -0.1
H 3.28331 -5.37325 1.42656 0.0 0.0 0.0
C 2.60008 0.98353 -0.53276 0.0 -0.1 0.0
C 1.18350 -0.32079 -4.61690 0.0 -0.1 -0.1
C -0.95762 -1.31496 -4.97579 -0.1 0.0 0.1
O -1.50123 1.36829 1.60699 0.3 0.2 -0.4
C -2.80575 -0.77749 -3.42762 -0.3 0.0 0.2
C 3.44841 -1.13986 -1.26472 0.0 0.0 0.1
C -0.00908 5.85127 -0.44222 0.0 0.1 0.0
H 2.23421 -0.20771 -4.84727 0.0 0.1 0.0
C 2.08072 0.06338 3.92520 0.0 0.1 0.0
C 0.01243 3.89782 1.46177 0.0 0.0 0.0
C -3.05219 -0.38727 1.69307 0.1 0.2 0.0
S -4.48263 1.89487 -0.63479 0.0 0.1 0.0
H -6.29833 0.23748 0.50650 0.0 0.1 0.0
C -3.93254 -1.00202 2.67956 -0.2 -0.1 -0.2
H 0.48073 -5.65758 -1.79929 0.0 0.0 0.0
C -2.30315 0.65056 2.28211 -0.1 -0.3 0.2
H 5.44669 1.38662 -2.32032 0.0 0.0 0.0
C 2.49266 -0.40793 -0.56633 -0.2 0.1 -0.1
N -3.22703 -0.26797 -2.31409 0.3 0.3 -0.4
C 0.98495 -5.06592 -1.04445 0.0 0.0 0.0
O -2.21092 1.56069 4.51736 0.1 0.0 0.1
N -0.66082 0.27550 -3.22184 -0.1 0.0 -0.3
C 1.12809 -0.58521 4.69546 0.0 0.0 0.0
H 2.12707 -6.72086 -0.29347 0.0 0.0 0.0
H 1.83075 1.55728 -0.02790 0.0 0.1 0.0
H 1.19765 1.11849 -3.02742 0.1 0.0 0.1
C 1.35114 -2.95343 0.04792 0.1 0.0 0.0
N -0.33895 -0.90216 -0.63844 0.3 0.4 0.3
H -0.00310 5.46090 2.92532 0.0 0.0 0.0
H 1.12200 -0.46104 5.77064 0.0 0.0 0.0
C -2.58325 0.72310 3.71586 0.1 0.1 0.0
H -0.02934 -3.21652 -1.54727 0.0 0.0 0.0
H -1.62929 -1.97007 -5.51629 0.0 0.0 0.0
C 4.61987 0.88616 -1.83051 0.0 0.0 0.0
H -0.02379 7.64343 2.15405 0.0 0.0 0.1
H -0.03864 6.59842 -1.22127 0.0 0.0 0.0
C 2.28476 -3.55307 0.89051 -0.1 0.0 -0.1
H -0.57725 -2.14505 2.21965 0.0 0.0 0.1
C 0.70104 -3.71268 -0.91809 0.0 0.0 0.0
O -3.61014 -1.00077 5.09462 -0.1 0.0 0.1
Br -0.12632 3.94149 -2.53839 0.1 0.0 0.0
C -1.44433 -0.59465 -3.87556 0.4 0.0 -0.1
C 4.50816 -0.49519 -1.89182 0.0 0.0 0.0
C 0.17310 -1.39123 4.08769 -0.1 0.0 0.1
C 0.16885 -1.52906 2.71116 0.0 0.1 -0.1
C 1.11686 -0.86687 1.92848 -0.2 0.0 -0.1
C -3.42628 -0.49709 4.01090 0.1 0.0 0.0
H 0.76445 -1.75787 -6.16610 0.0 0.0 0.0
C 0.01418 5.21767 1.86937 0.0 0.0 0.1
O 0.03685 7.53203 1.20026 0.0 0.1 -0.1
N -6.02820 -0.23510 -0.33855 -0.1 -0.2 0.1
O -2.96472 -0.66178 0.44448 0.1 0.1 -0.2
H -0.58030 -1.88407 4.69062 0.0 0.0 0.0
O -4.88290 -1.74654 2.49532 0.1 -0.1 0.0
C 0.61058 0.40016 -3.58478 0.0 0.0 0.0
H 5.24515 -1.07582 -2.43356 0.0 0.0 0.0
H 3.36366 -2.21764 -1.32696 0.0 0.0 0.0
H 2.83452 0.42696 1.94994 0.0 0.0 0.0
C 0.36721 -1.18732 -5.33545 0.0 0.0 0.0
C -4.97198 0.29654 -0.98356 0.4 0.3 -0.4

13
Properties=species:S:1:pos:R:3:forces:R:3 method="wB97M-V/def2-TZVPD" multiplicity=1 smiles="CC(=C=CN)N=O" e_lumo_ev=-0.3
C -2.32304 -0.06716 0.03454 -0.1 0.0 0.0
H 2.28685 -1.26814 0.79376 0.0 0.1 0.1
N 2.44813 -0.29357 1.01168 0.0 -0.1 -0.1
H -2.87646 -0.67540 -0.68786 0.1 0.1 0.1
C -0.87604 -0.00851 -0.36428 0.1 0.1 0.2
H 1.75824 1.60546 0.46905 -0.1 -0.1 0.0
N -0.68509 -0.27831 -1.80601 0.6 0.0 -0.1
C 0.18201 0.27834 0.36018 0.1 0.0 -0.2
H -2.77118 0.93317 0.03343 0.1 -0.1 0.0
C 1.45434 0.56295 0.55905 -0.3 0.1 0.0
O 0.45690 -0.29612 -2.18476 -0.6 0.0 0.1
H 3.37823 -0.00295 0.74570 -0.1 0.0 0.1
H -2.45129 -0.49330 1.03238 0.1 0.1 -0.1

35
Properties=species:S:1:pos:R:3:forces:R:3 method="wB97M-V/def2-TZVPD" multiplicity=1 smiles="NC(N)=Nc1ncc(Cl)cc1/C=C/c1cccc(C(=O)O)c1" e_lumo_ev=0.2
H -0.21588 1.69844 -2.94855 0.2 -1.4 -0.2
H -2.61930 0.93182 0.85887 -0.3 0.3 -0.3
H 2.28347 -1.09333 5.67350 -1.5 -0.3 -0.9
H -1.76828 2.01004 4.93386 0.0 -0.1 -0.3
H 0.72844 -0.63747 5.29159 -1.3 0.8 0.5
N 1.30313 -0.10233 2.84725 1.6 -0.7 -1.6
C -0.27818 -1.29685 -4.78238 -0.3 0.9 1.8
C -0.44582 -0.35656 -2.14738 1.0 3.8 1.6
C 1.96176 -0.66568 3.80005 -1.1 0.3 -3.6
C -0.52556 0.20895 -0.76975 -0.5 -0.8 2.7
N 3.17189 -1.12219 3.48715 1.4 1.1 -2.1
C -0.22309 0.59577 -3.17307 -0.3 -0.7 -1.9
H -0.66656 -2.40543 -1.60590 -0.1 -0.1 0.9
C 0.07752 0.44019 2.87212 1.4 -0.3 0.6
C -1.41925 1.56051 3.99905 -1.1 0.9 0.3
Cl -3.85977 2.31159 3.30523 -0.8 0.3 -0.4
C -0.69355 0.42754 1.71086 -1.7 0.6 -0.8
O 0.62757 2.19011 -5.23538 1.8 3.2 -0.7
C -0.51770 -1.67048 -2.36092 -0.4 -3.3 -2.8
H -0.26240 -1.59930 -5.82195 0.1 -0.3 0.1
H 3.52153 -1.72598 4.17340 1.3 -1.1 0.1
O 0.20746 0.72847 -6.81020 0.2 -0.1 -1.0
C -1.97919 1.08163 1.70220 1.8 -1.4 0.5
H -1.02634 1.15911 -0.63946 -0.1 0.3 -0.8
H 3.48647 -0.99814 2.48672 -0.4 -0.5 2.2
C -2.35609 1.63666 2.88211 2.2 -0.2 2.5
N 1.51098 -1.11805 4.95263 1.6 -0.8 3.8
C -0.10182 0.11570 -4.53256 -0.6 -1.0 2.2
C -0.25719 -0.29347 0.49659 0.0 1.4 -2.2
C -0.51738 -2.19612 -3.68227 0.8 0.6 -1.8
N -0.20473 1.02242 4.04812 -3.2 0.7 -1.0
H -0.60995 -3.31257 -3.93403 0.0 1.9 0.7
H 0.40903 -1.10675 0.66312 0.2 -0.8 0.0
C 0.24409 1.05045 -5.65497 -1.6 -4.0 0.8
H 1.01466 2.53130 -6.08565 -0.4 0.6 1.0

61
Properties=species:S:1:pos:R:3:forces:R:3 method="wB97M-V/def2-TZVPD" multiplicity=1 total_charge=+1 e_lumo_ev=-3.4
H 2.55630 -2.75998 -1.71990 0.1 0.0 0.1
H -3.85864 -0.89121 -2.56706 0.3 0.7 0.8
O 1.53625 1.19566 4.03721 -0.8 -0.6 0.3
O -0.83423 -0.47782 -6.41022 1.7 -0.5 -0.1
N -2.00651 0.09794 0.44055 1.5 0.8 3.7
N -0.38149 1.03612 -0.60013 1.1 0.6 -0.4
H 2.26511 -2.78531 5.77476 -0.1 0.1 0.0
C 0.38044 0.97233 -3.34329 -0.6 0.4 -0.6
Br -0.45874 -1.98398 6.55628 0.0 0.0 0.0
H -4.54923 -1.17867 -0.41629 0.5 1.1 -0.1
H 2.68603 -4.52793 -1.80834 0.0 0.0 0.1
N -2.34000 0.07184 -4.74335 0.1 -0.1 -0.2
C 1.93127 1.69533 3.03383 1.3 0.7 -0.8
C -1.47083 -0.61754 -3.81137 0.0 0.6 0.1
H 0.47750 0.74694 -4.42968 -0.2 -0.1 0.8
H 3.93837 1.70201 2.59653 -0.1 -0.1 0.4
C 0.21982 2.52518 -3.22969 1.6 0.5 -0.6
H -2.36282 -0.07291 2.52015 -0.1 -0.1 -0.7
N -3.89430 1.88494 1.02986 -0.3 -0.1 0.0
C 1.16656 1.69902 1.68999 -0.6 -0.4 0.3
O -1.26392 -1.76737 -3.83160 -0.1 -1.6 0.0
C 2.63407 -3.67326 -1.13536 -0.1 -0.2 0.0
Br 0.94701 -3.87781 -0.18214 0.0 0.2 -0.1
S -2.98610 -3.21069 -1.31288 -0.1 1.0 0.2
H 1.50864 0.80678 1.11448 0.1 0.7 0.4
H 0.65818 2.90553 -2.28550 -0.8 -0.4 -0.4
H 1.23666 -0.31504 7.30368 0.1 -0.1 0.0
H -4.75875 2.43157 0.98501 0.3 0.0 0.0
H -5.16024 0.41646 1.74671 0.8 -0.3 0.2
H 1.16741 -0.43422 5.53571 0.1 -0.1 0.1
C -2.89246 -0.24455 1.56504 -1.8 0.0 -0.4
C 1.22362 -1.00234 6.46181 -0.1 0.0 -0.3
H 3.30919 -1.40147 6.15867 -0.1 0.0 0.0
N -2.08893 -0.28186 -0.84929 -1.4 0.0 -0.9
C -0.40173 1.54052 1.89457 1.4 0.4 -0.6
H 3.23570 3.15390 2.46079 0.0 -0.3 0.1
C -0.93570 0.89927 0.63027 -0.8 -0.7 -2.8
H 1.41295 2.60155 1.09826 -0.2 -0.6 0.3
H 4.74154 -3.78599 -0.73904 -0.1 0.0 0.0
H -3.20675 -1.31041 1.55744 0.3 0.6 -0.2
H 2.09803 2.92884 -4.39293 -0.6 0.0 0.0
C 1.01981 3.18224 -4.41696 -0.9 0.0 0.2
N -0.77905 0.19276 -2.82398 1.3 1.5 -0.7
H -0.78180 2.58086 2.00899 -0.3 -0.9 0.0
C -1.03899 0.32362 -1.52920 -1.3 -0.1 3.2
Br 2.77160 -2.66047 8.21054 0.0 -0.1 -0.1
H 3.74594 -4.44252 0.57451 -0.1 0.0 -0.1
H 0.88378 4.28516 -4.38056 0.3 -0.8 0.1
C 2.40369 -1.93727 6.44065 0.2 0.0 0.2
C 3.80810 -3.67234 -0.18981 0.1 0.1 -0.1
H 0.52793 2.83790 -5.35350 0.6 0.2 0.4
Br 2.07943 0.33681 -2.55698 -0.6 0.3 -0.3
F -2.52725 0.78221 -6.94008 -0.2 -0.4 1.1
H -3.24343 -0.40844 -4.73159 0.0 0.4 -0.1
N 3.24777 2.31025 3.04149 -0.6 0.2 -0.8
C -4.12980 0.72906 1.47721 0.3 -0.2 -0.1
Br -1.64534 3.13611 -3.42981 0.6 -0.3 0.4
C -1.80484 0.06093 -6.06191 -1.3 0.8 -0.3
P -3.43386 -1.32446 -1.27428 0.0 -3.3 -1.2
H -0.54686 0.94269 2.81489 -0.2 0.3 -0.6
Br 3.96389 -1.96642 0.73692 0.0 0.0 0.1

25
Properties=species:S:1:pos:R:3:forces:R:3 method="wB97M-V/def2-TZVPD" multiplicity=3 total_charge=+1 e_lumo_ev="-3.9 / -3.7"
H -2.33384 1.71678 1.84944 0.3 0.0 -0.1
H -1.25874 -0.98168 -2.76655 0.4 0.1 -0.1
H -1.34156 4.30635 1.37653 0.1 -0.1 0.1
H 1.36160 -2.04635 0.34444 0.5 0.5 0.3
H 1.28387 -4.44007 -0.13265 0.1 0.0 -0.1
H 0.38437 4.36139 1.80006 -0.2 0.1 0.1
W 0.09288 -2.08946 -0.72852 0.3 -1.9 0.7
C -0.53663 3.78501 1.90755 0.2 0.3 0.1
H -1.99757 -0.50954 0.87496 0.4 0.3 -0.1
C 1.15063 -3.86878 -1.05808 -0.7 -0.1 0.2
C -1.18932 0.22122 0.84970 0.4 0.3 -0.3
C -1.36868 1.47919 1.39774 -0.1 -0.4 0.0
N -0.02744 -0.15759 0.23537 0.0 1.7 0.8
H 0.62522 -4.51005 -1.77361 0.1 -0.1 -0.2
H 2.12680 -3.57358 -1.44097 0.3 -0.2 -0.1
C 0.88558 2.00102 0.82680 0.4 -0.3 -0.3
H -0.03468 -1.85787 -3.43616 0.0 0.2 0.3
H 1.97453 0.36388 -0.13840 -0.5 0.2 0.2
H -1.43178 -2.17495 0.01554 -0.1 -0.2 -0.3
N -0.26617 -1.22902 -2.65744 -0.3 0.8 -0.8
C -0.33566 2.41058 1.36506 -0.1 -0.2 0.0
H 0.28558 -0.37396 -2.79254 -0.3 -0.2 -0.1
H -0.81137 3.74847 2.96778 0.1 0.0 -0.2
H 1.73575 2.69139 0.83509 -0.3 -0.4 -0.1
C 1.02662 0.72760 0.27882 -1.1 -0.3 0.1

no.,E_tot (hartree)
1,-5657.6023
2,-340.6254
3,-1409.0716
4,-17517.5042
5,-451.9643